[1]
{"formula": "C6H9N3O2", "method": "ωB97M-V/def2-TZVPD", "symbols": ["C", "N", "N", "C", "C", "N", "O", "C", "C", "C", "O", "H", "H", "H", "H", "H", "H", "H", "H", "H"], "xyz": [[1.41839, 1.86724, 1.46466], [0.89365, 0.69600, 0.78619], [0.36048, -0.31435, 1.55801], [-0.60407, -1.13414, 1.13220], [-1.25432, -2.08384, 2.10957], [-0.92648, -2.02279, 3.40999], [-2.15343, -2.89210, 1.84613], [-1.12448, -1.02064, -0.28956], [-0.08479, -0.47758, -1.23200], [0.59894, 0.74832, -0.57842], [0.89570, 1.72315, -1.27768], [1.57754, 1.63157, 2.52416], [2.41428, 2.18228, 1.04803], [0.74917, 2.68942, 1.35005], [-1.37015, -2.75050, 3.98576], [-0.02860, -1.60947, 3.68225], [-2.00624, -0.34250, -0.28670], [-1.48082, -1.96641, -0.62715], [-0.56840, -0.22883, -2.19807], [0.68432, -1.24243, -1.40372]], "nbo_charge": [-0.408, -0.283, -0.214, 0.139, 0.614, -0.802, -0.613, -0.467, -0.483, 0.667, -0.585, 0.225, 0.221, 0.211, 0.413, 0.405, 0.231, 0.251, 0.249, 0.230], "spin_multiplicity": 1, "de_lowest_kj_mol": 126.93, "smiles": "CN1N=C(C(N)=O)CCC1=O"}

***

[2]
{"formula": "C22H38N6Tl", "method": "ωB97M-V/def2-TZVPD", "symbols": ["Tl", "C", "C", "C", "C", "C", "C", "C", "C", "C", "C", "H", "H", "H", "H", "H", "H", "H", "H", "H", "H", "H", "H", "H", "H", "C", "N", "C", "C", "N", "C", "C", "N", "C", "C", "N", "C", "N", "C", "C", "C", "N", "C", "H", "H", "H", "H", "H", "H", "H", "H", "H", "H", "H", "H", "H", "H", "H", "H", "H", "H", "H", "H", "H", "H", "H", "H"], "xyz": [[-0.28494, -0.49164, -0.29426], [-4.91489, 3.06980, -1.10490], [-5.15738, 2.01076, -0.00632], [-5.57437, 0.74637, -0.75816], [-3.93017, 1.80580, 0.93982], [-2.85444, 2.69326, 0.86932], [-1.62795, 2.42508, 1.52697], [-1.61146, 1.41622, 2.48860], [-0.52496, 1.15842, 3.47567], [-2.67575, 0.55800, 2.60882], [-3.87018, 0.77899, 1.86450], [-5.73347, 3.07876, -1.82113], [-4.03919, 2.83766, -1.73582], [-4.73541, 4.07218, -0.72201], [-6.02116, 2.31356, 0.60164], [-6.55567, 0.88878, -1.17489], [-5.42892, -0.24079, -0.16853], [-4.89671, 0.72349, -1.57773], [-2.74761, 3.48042, 0.14341], [-0.78689, 3.00484, 1.19253], [0.23608, 1.90963, 3.47806], [-0.10254, 0.16443, 3.28552], [-0.90072, 1.06472, 4.51317], [-2.50118, -0.41142, 3.08614], [-4.71021, 0.03962, 2.00072], [3.43189, -2.53983, 1.87407], [2.17586, -3.27330, 1.82215], [1.83764, -4.33667, 2.82623], [0.32072, -4.54258, 2.59924], [0.02110, -3.74479, 1.39162], [-1.24253, -3.79220, 0.71034], [1.14209, -3.07420, 0.95635], [1.08734, -2.26560, -0.09704], [2.33501, -2.15702, -0.81959], [2.83596, -0.74767, -1.01060], [1.80274, -0.02520, -1.83410], [2.30015, 1.07869, -2.32043], [3.38902, 1.83945, -1.98654], [3.84723, 1.91877, -0.63055], [3.51120, 3.01876, -2.83817], [2.41832, 2.83038, -3.90467], [1.70326, 1.61221, -3.39295], [0.59956, 1.01474, -4.11911], [3.71068, -2.48901, 2.93130], [3.30711, -1.47644, 1.58582], [4.28749, -3.06263, 1.27041], [1.91474, -3.85770, 3.78924], [2.58296, -5.12346, 2.73429], [-0.20687, -4.24279, 3.52976], [0.03391, -5.55418, 2.43601], [-1.16028, -3.34239, -0.23953], [-2.11208, -3.39315, 1.25223], [-1.48633, -4.87840, 0.64456], [2.28471, -2.62825, -1.79307], [3.11471, -2.69365, -0.21573], [3.80660, -0.76373, -1.56547], [2.79081, -0.28749, 0.02197], [4.13919, 0.92958, -0.21001], [3.17460, 2.51489, -0.01203], [4.78676, 2.56052, -0.66994], [4.47727, 2.93412, -3.38913], [3.53492, 4.08373, -2.31211], [2.81150, 2.66090, -4.91114], [1.68095, 3.69011, -4.00838], [0.11890, 0.36499, -3.40248], [0.86464, 0.33091, -4.96125], [-0.02332, 1.81264, -4.44268]], "nbo_charge": [0.870, -0.610, -0.238, -0.594, -0.021, -0.210, -0.169, -0.067, -0.626, -0.213, -0.192, 0.220, 0.200, 0.215, 0.215, 0.219, 0.206, 0.198, 0.213, 0.205, 0.219, 0.200, 0.232, 0.207, 0.220, -0.424, -0.419, -0.209, -0.214, -0.397, -0.404, 0.675, -0.868, -0.235, -0.255, -0.748, 0.637, -0.437, -0.415, -0.228, -0.217, -0.392, -0.401, 0.224, 0.220, 0.214, 0.205, 0.219, 0.206, 0.213, 0.227, 0.210, 0.207, 0.209, 0.192, 0.217, 0.173, 0.225, 0.194, 0.218, 0.212, 0.219, 0.208, 0.206, 0.224, 0.203, 0.209], "charge": 1, "spin_multiplicity": 1, "de_lowest_kj_mol": 52.55}

***

[3]
{"formula": "C6H13N3O", "method": "ωB97M-V/def2-TZVPD", "symbols": ["C", "C", "O", "N", "C", "N", "H", "H", "H", "H", "H", "H", "H", "H", "C", "C", "N", "C", "H", "H", "H", "H", "H"], "xyz": [[-1.81618, -1.37894, -0.83707], [-1.11825, -0.03255, -0.82247], [-1.40905, 0.78218, -1.69983], [-0.85416, 0.48875, 0.58780], [-1.18286, -0.26104, 1.78399], [-1.03859, 1.88404, 0.74493], [-1.29596, -2.13442, -0.25291], [-1.96014, -1.69962, -1.86736], [-2.82447, -1.26975, -0.44040], [-0.68193, -1.23031, 1.78090], [-0.85675, 0.31373, 2.64944], [-2.25681, -0.43916, 1.84258], [-0.09923, 2.29040, 0.68131], [-1.48977, 2.23926, -0.09968], [2.68842, -0.27892, 0.85950], [1.69385, 0.51083, 0.40324], [1.10046, 0.32924, -0.93070], [1.62859, -0.05668, -1.99948], [2.73527, -1.33110, 0.62357], [3.57062, 0.13757, 1.31609], [1.82218, 1.57652, 0.57052], [0.94759, -0.16619, -2.83762], [2.69718, -0.27385, -2.05636]], "nbo_charge": [-0.712, 0.727, -0.645, -0.356, -0.404, -0.649, 0.217, 0.237, 0.244, 0.194, 0.221, 0.174, 0.332, 0.371, -0.422, -0.020, -0.439, -0.010, 0.193, 0.211, 0.192, 0.191, 0.152], "spin_multiplicity": 1, "de_lowest_kj_mol": 547.33, "smiles": "CC(=O)N(C)N.C=CN=C"}

***

[4]
{"formula": "C5H17N2O", "method": "ωB97M-V/def2-TZVPD", "symbols": ["C", "N", "C", "C", "N", "C", "C", "H", "H", "H", "H", "H", "H", "H", "H", "H", "H", "H", "H", "H", "H", "H", "H", "H", "O"], "xyz": [[0.18897, -0.84098, -1.71301], [1.48021, -0.95063, -1.03893], [2.45402, 0.13646, -1.06601], [-0.60153, 0.29130, -1.11484], [-0.46841, 0.38422, 0.35366], [-1.13712, -0.74475, 1.15266], [-2.64287, -0.72346, 0.94683], [-0.25937, -1.81790, -1.51670], [0.25259, -0.72312, -2.79260], [1.87352, -1.85889, -1.23536], [1.95688, 1.09441, -0.95424], [3.08067, 0.14187, -1.95933], [3.11308, 0.00680, -0.21302], [-1.63952, 0.35778, -1.43291], [-0.15875, 1.22431, -1.47808], [-0.89425, 1.23114, 0.69816], [0.51966, 0.30086, 0.58986], [-0.87237, -0.46020, 2.16334], [-0.66012, -1.65131, 0.80888], [-2.99173, -1.67625, 0.57468], [-3.14265, -0.61200, 1.90445], [-2.97556, 0.05106, 0.26232], [1.82856, 2.60533, 2.02032], [0.66522, 2.17156, 2.96180], [1.03087, 2.06241, 2.07808]], "nbo_charge": [-0.239, -0.666, -0.430, -0.248, -0.501, -0.208, -0.657, 0.210, 0.209, 0.390, 0.181, 0.203, 0.215, 0.240, 0.223, 0.437, 0.473, 0.221, 0.231, 0.245, 0.245, 0.219, 0.499, 0.491, -0.984], "charge": 1, "spin_multiplicity": 1, "de_lowest_kj_mol": 81.16}

***

[5]
{"formula": "C2H2N2O4", "method": "ωB97M-V/def2-TZVPD", "symbols": ["C", "C", "H", "H", "N", "N", "O", "O", "O", "O"], "xyz": [[-0.88186, 0.19110, -0.14393], [1.01030, -0.01549, -1.24575], [-1.79104, 1.93962, 0.00606], [0.90548, -1.17190, 2.31122], [-0.23203, 0.61678, -1.11466], [-0.22498, -0.97383, 0.46633], [-1.89342, 0.83551, 0.39104], [1.89301, 0.02736, -2.11498], [0.96694, -1.15556, -0.33100], [0.24759, -0.29358, 1.77568]], "nbo_charge": [0.707, 0.849, 0.542, 0.499, -0.593, 0.086, -0.619, -0.518, -0.366, -0.586], "spin_multiplicity": 1, "de_lowest_kj_mol": 375.57}

***

[6]
{"formula": "CH7PSi2", "method": "ωB97M-V/def2-TZVPD", "symbols": ["C", "Si", "Si", "P", "H", "H", "H", "H", "H", "H", "H"], "xyz": [[-0.35965, -0.14428, -0.41214], [-0.17092, -1.83442, 0.34052], [0.70130, 1.76992, 0.46211], [-1.32751, 0.14870, -1.73957], [-0.23285, -3.12083, -0.46533], [1.05681, -1.87979, 1.01798], [-1.35354, -2.15164, 1.45008], [1.67811, 2.03737, -0.78098], [1.44601, 1.16309, 1.49566], [-0.59677, 2.61418, 0.64230], [-0.84097, 1.39771, -2.01063]], "nbo_charge": [-1.258, 0.888, 0.820, 0.509, -0.148, -0.186, -0.160, -0.113, -0.157, -0.099, -0.095], "spin_multiplicity": 1, "de_lowest_kj_mol": 139.55}

***

no.,LUMO level (eV)
1,-0.1
2,-2.5
3,0.7
4,-2.8
5,-0.6
6,-0.2